{
  "formula": "C16H48O8S8",
  "method": "wB97M-V/def2-TZVPD",
  "orbital_gap_ev": 7.8,
  "homo_ha": -0.28849,
  "total_energy_ev": -120423.024,
  "symbols": ["C", "S", "O", "C", "H", "H", "H", "H", "H", "H", "C", "S", "O", "C", "H", "H", "H", "H", "H", "H", "C", "S", "O", "C", "H", "H", "H", "H", "H", "H", "C", "S", "O", "C", "H", "H", "H", "H", "H", "H", "C", "S", "O", "C", "H", "H", "H", "H", "H", "H", "C", "S", "O", "C", "H", "H", "H", "H", "H", "H", "C", "S", "O", "C", "H", "H", "H", "H", "H", "H", "C", "S", "O", "C", "H", "H", "H", "H", "H", "H"],
  "xyz": [[-2.14, 0.29, 1.24], [-2.81, -0.04, -0.47], [-2.20, 1.01, -1.37], [-1.60, -1.46, -0.82], [-2.47, 1.27, 1.59], [-1.06, 0.33, 1.15], [-2.51, -0.46, 1.94], [-1.38, -1.29, -1.88], [-2.15, -2.40, -0.90], [-0.78, -1.59, -0.13], [1.09, -2.46, -6.81], [1.33, -1.57, -5.21], [0.27, -0.49, -5.02], [0.84, -3.04, -4.16], [1.57, -3.44, -6.84], [1.45, -1.82, -7.61], [0.03, -2.69, -6.90], [-0.01, -3.63, -4.51], [0.33, -2.51, -3.35], [1.64, -3.71, -3.86], [1.71, -0.72, -1.20], [3.38, 0.08, -1.36], [3.16, 1.59, -1.03], [4.27, -0.62, 0.12], [1.27, -0.24, -0.32], [1.97, -1.77, -1.09], [1.12, -0.70, -2.12], [5.31, -0.35, -0.06], [4.09, -1.68, 0.26], [4.01, -0.12, 1.05], [-0.73, -6.85, 0.49], [-0.69, -5.10, -0.07], [-1.22, -4.17, 0.98], [1.16, -4.83, -0.06], [-0.56, -7.53, -0.35], [-1.76, -7.06, 0.76], [0.01, -7.01, 1.28], [1.66, -5.41, 0.71], [1.50, -3.85, 0.27], [1.59, -5.17, -1.01], [-0.81, 2.10, -3.72], [0.41, 2.72, -5.02], [0.21, 4.21, -4.99], [1.94, 2.44, -4.04], [-0.60, 1.06, -3.44], [-1.83, 2.30, -4.03], [-0.54, 2.58, -2.78], [1.92, 3.04, -3.13], [2.86, 2.66, -4.58], [2.07, 1.46, -3.59], [-0.52, -1.77, 3.67], [1.37, -1.63, 3.47], [1.57, -2.14, 2.11], [1.50, 0.20, 3.35], [-1.03, -2.18, 2.80], [-0.79, -0.71, 3.67], [-0.77, -2.24, 4.62], [1.28, 0.61, 2.37], [2.56, 0.40, 3.45], [1.10, 0.79, 4.17], [0.72, 3.18, 0.26], [0.05, 3.46, 1.97], [1.26, 3.55, 2.81], [-0.46, 5.21, 1.65], [-0.05, 3.38, -0.48], [0.82, 2.10, 0.23], [1.72, 3.61, 0.12], [-0.99, 5.68, 2.48], [-1.17, 5.29, 0.82], [0.44, 5.67, 1.25], [-3.57, 2.95, 3.80], [-3.25, 4.36, 4.91], [-1.78, 4.79, 4.82], [-3.66, 3.67, 6.55], [-3.52, 3.21, 2.75], [-4.61, 2.62, 3.85], [-3.02, 2.03, 3.99], [-4.68, 3.38, 6.33], [-3.63, 4.40, 7.37], [-3.13, 2.76, 6.80]],
  "mulliken_charge": [-0.19, 0.21, -0.50, -0.38, -0.09, -0.09, 0.46, 0.10, 0.52, -0.07, -1.08, 0.52, -0.54, -0.52, 0.41, 0.34, 0.32, 0.44, -0.25, 0.39, 0.53, 0.40, -0.54, -0.81, -0.27, 0.08, -0.29, 0.39, 0.31, 0.17, -0.98, 0.50, -0.58, -0.62, 0.37, 0.35, 0.28, 0.37, -0.08, 0.40, -0.07, 0.46, -0.67, -0.50, 0.02, 0.46, -0.24, 0.25, 0.47, -0.15, -0.27, 0.22, -0.44, -0.87, 0.05, -0.09, 0.41, 0.00, 0.46, 0.48, -0.35, 0.85, -0.73, -1.15, 0.29, -0.41, 0.46, 0.33, 0.35, 0.38, -0.93, 0.44, -0.57, -0.92, 0.24, 0.55, 0.24, 0.33, 0.32, 0.31]
}